Here is a molecular structure, C45H72NO13RbS2 from the Open Molecules 2025 dataset. Energies are from ωB97M-V/def2-TZVPD.

Last column: Löwdin charge in e.
Element x y z (Å)
Rb  -0.52756  3.91576  2.17826  0.805
C  1.53558  3.27612  -0.75447  -0.070
C  1.00064  1.84058  -0.91034  -0.482
C  2.02937  1.01985  -0.09973  -0.110
C  1.47720  -0.32277  0.33988  -0.177
C  0.10897  -0.24141  1.02444  -0.117
C  -0.93370  0.50180  0.09736  -0.471
N  -0.33275  1.75548  -0.30668  -0.199
O  -1.32281  2.74725  -0.69713  -0.335
C  -2.14281  0.68758  1.03351  -0.025
C  -1.27614  -0.52378  -0.98987  0.000
C  0.98115  1.54940  -2.43804  -0.010
H  1.49351  3.56524  0.28995  0.011
H  0.91900  3.96730  -1.33275  0.058
H  2.51137  3.40092  -1.23016  0.088
H  2.43570  1.57562  0.74373  0.095
H  2.85476  0.72054  -0.75614  0.126
H  2.09046  -0.88524  1.05470  0.091
H  1.44013  -1.00340  -0.50718  0.067
H  0.15869  0.43103  1.89175  0.104
H  -0.22419  -1.18774  1.45483  0.087
H  -3.05004  0.93406  0.47916  0.057
H  -2.00267  1.44556  1.80077  0.037
H  -2.30985  -0.24856  1.57860  0.076
H  -1.79712  -0.08778  -1.85219  0.051
H  -1.95482  -1.30035  -0.63051  0.065
H  -0.37248  -0.91752  -1.45980  0.072
H  1.82937  2.07019  -2.88297  0.062
H  0.07334  1.93796  -2.89520  0.078
H  1.10544  0.47792  -2.61173  0.063
C  1.74554  6.08126  -5.90842  -0.262
S  1.99435  4.94177  -4.47105  0.827
O  0.82078  4.94636  -3.53494  -0.556
C  1.94845  3.38189  -5.41193  -0.255
H  1.63317  7.09298  -5.51069  0.043
H  0.92574  5.79037  -6.55541  0.052
H  2.74725  6.18513  -6.33280  0.045
H  1.91463  3.62204  -6.48003  0.038
H  1.11232  2.73956  -5.16117  0.045
H  2.91561  2.87898  -5.37037  0.050
C  0.51570  0.65632  6.28941  -0.232
S  -1.03456  1.39110  5.65224  0.857
O  -0.66644  1.92116  4.30329  -0.679
C  -1.84686  -0.18270  5.31890  -0.236
H  0.77875  -0.20537  5.67983  0.051
H  0.33235  0.29687  7.30462  0.058
H  1.29754  1.40988  6.30202  0.036
H  -2.41549  -0.30008  6.24942  0.056
H  -1.15261  -0.99768  5.14724  0.053
H  -2.57677  -0.06474  4.52453  0.030
C  4.34747  2.16727  3.30840  -0.100
C  3.39319  2.81795  4.09422  -0.075
C  2.83023  3.98918  3.60551  -0.115
C  3.18049  4.43331  2.33417  -0.120
C  4.18016  3.81575  1.59187  -0.069
C  4.66465  2.57749  2.04066  -0.089
H  4.67732  1.17337  3.59685  0.094
H  3.12122  2.38971  5.04873  0.088
H  2.13936  4.55063  4.22351  0.099
H  2.84406  5.42329  2.04480  0.110
H  4.51902  4.18484  0.63458  0.110
H  5.27211  1.87583  1.48348  0.110
C  -1.27416  -0.20343  -5.30697  -0.096
C  -1.85629  -0.21336  -6.56857  -0.098
C  -1.67626  -1.30950  -7.39733  -0.104
C  -1.00128  -2.39896  -6.89943  -0.105
C  -0.42455  -2.40230  -5.63298  -0.080
C  -0.54735  -1.28957  -4.81786  -0.071
H  -1.26798  0.73767  -4.76804  0.094
H  -2.33001  0.67327  -6.97192  0.098
H  -2.00059  -1.25667  -8.42870  0.100
H  -0.73827  -3.23666  -7.53629  0.100
H  0.15960  -3.27336  -5.36617  0.100
H  -0.13193  -1.13352  -3.83096  0.078
O  -7.77028  0.05432  5.94560  0.119
C  -7.15120  0.36694  4.96423  -0.489
O  -7.40002  -0.20317  3.76948  0.043
C  -6.47187  0.22979  2.77759  -0.137
C  -5.23858  0.72943  3.57653  -0.147
C  -5.89214  1.18158  4.84892  -0.097
H  -6.82745  0.99045  2.08152  0.126
H  -6.15819  -0.60243  2.14870  0.123
H  -4.64138  1.50698  3.10367  0.116
H  -4.56387  -0.09744  3.79921  0.097
H  -6.31251  2.19816  4.84890  0.139
H  -5.26637  1.14264  5.73924  0.122
O  -4.33580  -1.69909  -0.78667  0.104
C  -4.43433  -0.58531  -1.22312  -0.492
O  -4.95250  0.40152  -0.45812  0.000
C  -4.75394  1.66409  -1.12052  -0.144
C  -3.78880  1.41975  -2.32191  -0.123
C  -3.86929  -0.08448  -2.51603  -0.093
H  -4.32751  2.40128  -0.44133  0.111
H  -5.68695  2.14020  -1.43310  0.116
H  -2.87606  1.88839  -1.94833  0.078
H  -4.01655  1.94976  -3.24437  0.113
H  -3.00467  -0.71842  -2.69476  0.099
H  -4.65206  -0.34673  -3.23461  0.140
O  3.92406  -1.87993  -4.72085  0.099
C  3.49692  -2.52877  -3.80017  -0.510
O  2.59748  -2.12741  -2.92087  0.019
C  2.35906  -3.03805  -1.85020  -0.140
C  3.37609  -4.17809  -2.04171  -0.121
C  3.97318  -3.93811  -3.45357  -0.061
H  1.31715  -3.32220  -2.01614  0.115
H  2.43000  -2.52451  -0.89836  0.090
H  2.88660  -5.14382  -1.95099  0.113
H  4.20341  -4.10425  -1.33738  0.100
H  3.53445  -4.60804  -4.19630  0.122
H  5.05031  -4.03297  -3.54453  0.117
O  3.10676  -4.08067  1.31673  0.134
C  3.61746  -3.58844  2.27148  -0.457
O  3.57582  -4.15179  3.52210  0.018
C  4.39121  -3.44522  4.46309  -0.143
C  5.27049  -2.55680  3.55357  -0.163
C  4.49596  -2.33139  2.28271  -0.073
H  5.07050  -4.17178  4.90936  0.120
H  3.84686  -2.94529  5.26197  0.119
H  6.21552  -3.05657  3.34359  0.118
H  5.53370  -1.62859  4.06879  0.108
H  5.13226  -2.41093  1.40497  0.128
H  3.90808  -1.41624  2.26321  0.107
O  -0.17186  -4.92693  -0.85841  0.113
C  -0.83930  -4.43627  0.00892  -0.471
O  -2.12313  -4.08025  -0.22831  0.056
C  -2.62446  -3.29973  0.87348  -0.173
C  -1.70724  -3.59241  2.07237  -0.139
C  -0.42979  -4.04713  1.38810  -0.083
H  -3.62368  -3.66172  1.12527  0.125
H  -2.82339  -2.24014  0.74157  0.069
H  -2.10224  -4.44134  2.62938  0.114
H  -1.66992  -2.66448  2.64029  0.095
H  0.02250  -4.86611  1.94655  0.130
H  0.30402  -3.24078  1.42120  0.105

Forces on atoms 1 to 2 (eV/Å):
Rb -0.10 -0.66 -0.77
C -1.25 0.47 -1.05

Properties
HOMO level   -5.18 eV
Orbital gap   4.62 eV